[1]
Computed, not measured: a gas-phase ion, C12H7F3N3O5S3 (charge -1) in a non-equilibrium geometry, with ωB97M-V with the def2-TZVPD basis set.

Orbital gap in eV: 7.33
Strongest force on any atom in hartree/bohr: 0.0914
LUMO level in eV: 1.86
ΔE to the lowest compared entry with this formula, charge and spin in kJ/mol: 26.0
M in g mol⁻¹: 426.40
Calculated total energy in Eh: -2496.1741

Geometry as ORCA input:
```
! RIJCOSX wB97M-V def2-TZVPD def2/J DEFGRID3
* xyz -1 1
S -1.42399 0.71303 5.47441
S 1.54790 -1.77032 -1.56779
S -2.38211 0.01661 -1.34672
F 1.77997 -2.68307 -3.96360
F -0.30923 -2.25286 -3.40347
F 1.04792 -0.60397 -3.91521
O -2.67486 0.01976 0.08989
O -0.46044 -2.24754 1.84430
O -3.03178 -1.03913 -2.10303
O -1.03210 3.30165 -2.53552
O 1.94665 1.64312 1.98562
N -2.37596 1.44903 -2.05393
N -1.29968 -0.45472 3.04840
N 0.50668 0.86067 3.57179
C -0.73088 0.38387 3.98611
C -0.50285 -1.04551 2.04091
C 1.19836 -0.47872 0.23498
C 0.97727 0.91104 2.24661
C -0.08752 1.18855 -1.67782
C -0.60722 -0.04681 -1.49058
C 1.93497 0.59533 -0.51913
C 1.29334 1.41830 -1.37503
C 0.26097 0.01633 1.25168
C 0.96628 -1.81810 -3.29844
C 0.12065 -1.13527 -0.82249
C -1.16970 2.13766 -2.14834
H -0.50162 -1.96022 -0.46130
H 0.93015 1.55129 4.20164
H 3.00317 0.71101 -0.28796
H 1.83451 2.26590 -1.81202
H -0.53134 0.61589 0.76072
H -2.08900 -1.00665 3.37713
H 1.86150 -1.25617 0.66821
*
```

[2]
Computed, not measured: a single C25H39N3O5S molecule, with ωB97M-V with the def2-TZVPD basis set.

Orbital gap in eV: 9.85
Strongest force on any atom in hartree/bohr: 0.0181
LUMO level in eV: 0.60
ΔE to the lowest compared entry with this formula, charge and spin in kJ/mol: 0.0
M in g mol⁻¹: 493.67
Calculated total energy in Eh: -1914.7390

Geometry as ORCA input:
```
! RIJCOSX wB97M-V def2-TZVPD def2/J DEFGRID3
* xyz 0 1
S -2.22538 -3.36652 -2.53880
O 1.28286 1.51886 2.07346
O -2.76817 -0.69890 2.41153
O -2.93410 -3.31806 -3.78179
O -0.44301 -0.54991 -1.52914
O -2.42377 -4.48363 -1.66021
N 0.43125 1.85079 0.00228
N 0.03930 -1.07335 0.61215
N -2.68004 -2.00447 -1.68028
C -0.75264 -1.10678 -0.48087
C 2.47748 -0.95406 1.24520
C 0.14072 5.58413 -0.57668
C 0.63268 4.15560 -0.78933
C -0.03654 -2.32958 -3.83000
C 3.71195 -2.73000 -3.54062
C -0.47075 -3.20711 -2.85631
C 1.29634 -0.32803 0.49629
C -2.52707 0.46877 4.44248
C -2.05828 -1.87973 -0.38679
C -3.39571 -0.52442 3.67348
C -2.04748 4.70758 0.26991
C 1.32026 -2.17452 -4.04087
C -1.40843 -0.28146 2.48280
C 3.75131 -0.20824 0.84886
C 1.02516 1.11583 0.95565
C 1.78114 -3.79661 -2.33650
C 0.42314 -3.94300 -2.10789
C -1.55864 3.27763 0.05934
C -0.03724 3.20707 0.20627
C -1.13769 0.08176 3.94662
C -0.46144 -1.37267 1.93569
C 2.24399 -2.90182 -3.29400
C -1.37643 5.65419 -0.72045
C 2.61014 -2.43619 0.91128
H -2.64132 0.37289 5.51908
H 1.71952 -2.99170 1.19236
H -1.30616 0.61439 1.85428
H -2.76729 1.49005 4.14572
H -3.13160 4.74683 0.14861
H 1.53006 -0.32341 -0.57407
H -4.41397 -0.17257 3.49706
H -2.73902 -1.37319 0.30613
H -1.81180 5.02290 1.28879
H 1.67283 -1.48279 -4.79180
H 0.39306 3.83175 -1.80516
H 2.76135 -2.55801 -0.15860
H 3.67022 0.84399 1.10697
H 0.42638 5.91886 0.42286
H 4.29908 -3.17088 -2.73894
H -0.76490 -1.78406 -4.40808
H 1.71602 4.10679 -0.66471
H 3.92836 -0.29488 -0.22138
H -1.89302 -2.89804 -0.02836
H -1.83515 2.93687 -0.94176
H -0.39986 0.87604 4.02431
H -2.03156 2.60963 0.78290
H 3.46265 -2.86234 1.43486
H -3.43868 -1.49024 4.19536
H -1.71925 6.67590 -0.54755
H 0.39618 -1.46007 2.60030
H -1.65811 5.37410 -1.73792
H 3.99111 -3.21617 -4.47514
H 0.61572 6.24840 -1.30103
H -0.78051 -0.79589 4.48781
H -2.56328 -1.17498 -2.24708
H -0.99731 -2.32397 1.92658
H 4.60658 -0.62459 1.37506
H 0.04307 -4.63055 -1.36869
H 0.25208 3.47868 1.22732
H 0.19483 1.40473 -0.87522
H 3.96611 -1.67542 -3.62742
H 2.48599 -4.38585 -1.76757
H 2.33666 -0.81634 2.32134
*
```

[3]
Computed, not measured: a single C18H18FNO3 molecule, with ωB97M-V with the def2-TZVPD basis set.

Orbital gap in eV: 9.53
Strongest force on any atom in hartree/bohr: 0.0133
LUMO level in eV: 0.64
ΔE to the lowest compared entry with this formula, charge and spin in kJ/mol: 10.4
M in g mol⁻¹: 315.34
Calculated total energy in Eh: -1077.0970

Geometry as ORCA input:
```
! RIJCOSX wB97M-V def2-TZVPD def2/J DEFGRID3
* xyz 0 1
F 4.47924 -5.11912 1.97691
O -1.56491 -0.54705 -0.32512
O 0.92548 -0.09613 0.93577
O 1.62191 -0.44414 -1.16315
N -0.99368 1.15002 -1.70081
C -2.94452 2.37193 1.53958
C 0.13282 0.97001 0.43825
C -0.89743 0.43267 -0.56995
C -2.20605 3.53934 1.63200
C 3.88819 -3.73808 0.16677
C 3.78200 -4.06755 1.50769
C -2.00556 4.31355 0.50137
C -3.27517 2.74441 -0.81742
C 3.17139 -2.65650 -0.30467
C 2.36305 -1.91716 0.55685
C -3.47380 1.97788 0.32308
C -1.89895 0.80280 -2.77215
C 1.61220 -0.76835 0.00115
C 2.26934 -2.27082 1.90099
C -2.77855 1.98299 -3.18202
C 2.98210 -3.35143 2.38279
C -3.85111 2.32203 -2.14018
C -2.54036 3.91999 -0.71158
H 0.77457 1.73143 -0.01683
H -3.27197 1.73205 -4.12273
H 1.63453 -1.69859 2.55785
H -4.49045 1.44990 -1.99461
H -4.47030 3.13236 -2.53540
H -2.14532 2.85499 -3.35994
H 2.92643 -3.64673 3.41864
H -2.50729 -0.02763 -2.40782
H 4.52007 -4.32448 -0.48119
H -4.04175 1.06187 0.26019
H -0.34991 1.90480 -1.87342
H 3.22283 -2.36607 -1.34271
H -2.39370 4.53885 -1.58607
H -3.11120 1.76487 2.41726
H -0.38995 1.38080 1.30348
H -1.79426 3.84989 2.58130
H -1.31857 0.45924 -3.63634
H -1.43850 5.23099 0.56803
*
```

[4]
Computed, not measured: a single C20H21Cl2N3O2 molecule, with ωB97M-V with the def2-TZVPD basis set.

Orbital gap in eV: 9.01
Strongest force on any atom in hartree/bohr: 0.0155
LUMO level in eV: 0.49
ΔE to the lowest compared entry with this formula, charge and spin in kJ/mol: 0.0
M in g mol⁻¹: 406.31
Calculated total energy in Eh: -2009.9122

Geometry as ORCA input:
```
! RIJCOSX wB97M-V def2-TZVPD def2/J DEFGRID3
* xyz 0 1
Cl -3.39199 1.33230 3.17175
Cl -2.56447 2.04800 -2.08627
O 0.01967 2.89748 -1.32496
O 0.01847 -0.33022 0.55020
N 2.04665 0.74513 -0.86436
N -1.11089 -1.01932 -1.27876
N 3.16615 2.30675 0.27653
C 2.98453 0.07849 -0.10996
C -0.70879 2.58697 -0.21884
C -2.90217 -3.71665 0.72637
C -1.87849 -3.07757 -0.20282
C -0.26216 2.66052 1.09451
C 4.33946 -1.58360 0.86742
C -0.07776 -0.43319 -0.65216
C 2.19824 2.07175 -0.56194
C 4.74338 0.73781 1.43439
C -3.48676 -1.49303 -1.38360
C -2.01303 2.13966 -0.45436
C 1.00313 0.10953 -1.61255
C -2.21919 -1.62175 -0.55117
C 3.29677 -1.26450 0.02172
C -1.08654 2.27851 2.13744
C -2.84803 1.76387 0.57741
C 1.39863 3.17319 -1.18047
C 5.05002 -0.60019 1.55915
C 3.69443 1.08011 0.58891
C -2.36846 1.82900 1.87670
H -3.43052 -2.13219 -2.26318
H -3.02590 -3.11303 1.62209
H -3.86781 -3.81824 0.23824
H 2.74623 -2.03156 -0.50237
H -0.90287 -3.08058 0.28744
H -2.31487 -1.05270 0.38041
H 1.42793 -0.72562 -2.18035
H 0.74100 2.98813 1.31209
H 1.74275 3.35595 -2.20557
H -3.62125 -0.46428 -1.70729
H -1.12671 -1.08803 -2.28374
H -1.79835 -3.66069 -1.12402
H 1.56790 4.08298 -0.59274
H -0.72149 2.31851 3.15069
H -2.56759 -4.70725 1.02434
H 0.55283 0.82110 -2.30803
H -4.35274 -1.78548 -0.79846
H 4.61300 -2.61982 1.00095
H 5.28754 1.50021 1.96788
H 5.85761 -0.90258 2.20938
H -3.84748 1.41614 0.37196
*
```

[5]
Computed, not measured: a single C8H19N3O2 molecule in a non-equilibrium geometry, with ωB97M-V with the def2-TZVPD basis set.

Orbital gap in eV: 8.86
Strongest force on any atom in hartree/bohr: 0.0921
LUMO level in eV: 0.36
ΔE to the lowest compared entry with this formula, charge and spin in kJ/mol: 74.3
M in g mol⁻¹: 189.26
Calculated total energy in Eh: -630.8658

Geometry as ORCA input:
```
! RIJCOSX wB97M-V def2-TZVPD def2/J DEFGRID3
* xyz 0 1
O 1.08529 -1.59943 1.17376
O 2.97372 -1.62361 0.00590
N -2.06796 -0.87743 1.62413
N 0.30474 1.25174 1.74207
N -0.18512 -0.00762 -0.91427
C -2.62769 0.16886 -0.77705
C 1.40984 1.89450 -0.44768
C 0.92384 -0.90297 -1.17095
C 0.21202 1.38134 -1.21754
C -2.99988 -0.59036 0.52616
C -1.43653 -0.43051 -1.55922
C 1.03198 2.30482 0.97624
C 1.60239 -1.39753 0.12448
H -0.60594 2.16030 -0.89387
H -1.44192 0.00478 -2.54866
H -3.40400 -1.52101 0.10412
H -1.39010 -1.54988 -1.52714
H -3.50477 0.23752 -1.47550
H 2.25509 1.21261 -0.40598
H 0.35065 1.52382 -2.39326
H 1.54450 -0.52754 -1.98446
H -3.87956 -0.18871 0.95885
H -0.67395 1.00817 1.12120
H 1.99776 2.59503 1.44344
H 0.54422 -1.80387 -1.55562
H 3.26811 -1.31179 -0.90767
H 0.94808 0.24662 1.76432
H -2.42105 1.25750 -0.63277
H 1.78044 2.88512 -0.89291
H 0.28064 3.27589 1.00704
H -2.14602 -0.09803 2.31873
H -1.03165 -0.75796 1.17273
*
```